DFT (the ωB97M-V functional and the def2-TZVPD basis) results for a cluster of 6 separate species, C84H186F3O2P5 in total in a non-equilibrium geometry.

Geometry (Å):
P: -4.30581 -5.76724 1.65808
P: 2.25204 -7.58955 1.03203
P: 3.23872 5.58266 0.04644
P: 1.34223 4.14980 -5.31925
P: -3.17086 4.11309 1.50039
F: -0.55152 -0.40515 -0.00443
F: -2.65276 -1.14276 -0.11711
F: -1.18514 -1.61977 -1.66797
O: -0.92532 -2.35923 1.99612
O: -1.46441 -3.90698 0.44572
C: 1.24781 -6.22338 -1.36673
C: 2.63798 1.36840 0.41743
C: -0.56078 4.24541 4.18332
C: 1.14939 -7.15440 2.41763
C: -3.92896 3.33679 3.06502
C: -3.70897 -5.94664 -2.54534
C: 0.08348 -4.80220 -3.18124
C: -4.98679 7.80458 1.16133
C: 2.69252 3.80744 -0.27614
C: -3.89224 -5.02756 4.36145
C: -3.15255 -5.18309 3.04254
C: 3.39317 -5.02486 1.30302
C: -0.80415 -2.67416 0.55077
C: 4.23281 2.11983 -7.72933
C: -4.30322 6.58982 1.82329
C: 2.63645 6.36600 -6.47520
C: 1.34941 -7.59863 -0.65673
C: 2.09485 3.15907 -6.72902
C: 1.77114 -7.23637 3.82429
C: -3.50564 1.86427 3.42593
C: 0.01259 -1.99706 4.12728
C: 3.30862 7.71485 -6.16124
C: -3.80119 1.59375 -2.70265
C: 2.40503 5.60217 -5.16544
C: -6.97138 -9.89003 3.05050
C: 7.32841 5.14544 0.75479
C: -0.53881 3.89759 2.69211
C: 0.10019 -2.86671 2.88171
C: -1.23096 3.44143 -6.01942
C: -3.34054 -6.79002 0.46176
C: 0.98756 0.70519 -2.90257
C: 8.53152 4.60035 0.06974
C: 4.03094 -11.96191 1.65133
C: 1.09200 -6.33051 4.90528
C: -4.53133 1.11276 4.23975
C: 5.11513 9.83762 -2.65192
C: 4.57184 -11.04820 0.51066
C: 2.55433 7.74680 1.66533
C: 0.14527 5.59421 4.56867
C: 4.85328 5.58845 0.92670
C: 4.05884 -2.64502 0.73879
C: -3.86471 -4.03715 6.60381
C: -3.78495 -0.13779 4.82369
C: 4.02051 8.89831 -2.14634
C: -5.70058 -6.78774 2.34523
C: 2.86438 0.39773 1.53426
C: -6.18265 -8.81314 3.82544
C: -5.02891 -4.34146 0.69934
C: 4.32257 -9.51843 0.85183
C: 2.87879 -9.26475 1.28509
C: -5.78198 -1.49957 -0.51188
C: 2.01036 6.37771 1.14887
C: 1.27364 -6.92316 6.33941
C: 3.56009 2.68901 -6.46746
C: 4.50972 7.71025 -1.38680
C: -0.32900 4.64327 -5.84890
C: 1.35926 3.05793 -3.84073
C: -3.49772 2.23992 -6.21582
C: 3.70771 -6.49072 1.06149
C: -3.01961 -4.31914 5.37736
C: 0.18094 -6.13341 -2.44135
C: -5.47290 -3.11528 1.54191
C: 4.54475 -4.15273 0.71617
C: -3.99356 -7.65806 -0.56345
C: -2.52113 2.22031 -2.16526
C: 1.59240 -0.66261 -2.76664
C: 3.33771 6.67343 -1.42673
C: -5.49911 8.78951 2.10369
C: -5.09583 -8.02482 3.09794
C: 1.58645 8.57205 2.56081
C: 6.00933 5.00211 0.04994
C: 4.71833 7.65167 -5.78695
C: -2.67839 3.33685 -1.17418
C: -2.76302 3.59568 -5.96377
C: -1.45394 4.68546 1.82409
C: -4.12203 5.49521 0.86360
C: 3.10450 2.80572 0.83168
C: -3.05029 2.80803 0.27117
C: 5.71318 1.75777 -7.41420
C: -4.63273 -6.80670 -1.67517
C: -6.46904 -2.18337 0.77653
C: 1.46933 1.51735 -4.05215
C: 0.53092 9.35135 1.79840
C: -1.35926 -1.48106 -0.30548
H: -5.41802 0.81419 3.68052
H: 6.43686 2.03582 -8.18042
H: -0.32319 9.39908 2.47391
H: -6.51604 -1.07621 -1.19747
H: -4.94211 -4.05093 6.43910
H: 1.06350 -7.98995 6.41618
H: -3.36181 1.14219 2.62218
H: -3.63984 -3.10320 7.11886
H: -4.18901 -3.98083 0.10552
H: 2.41363 -4.82347 0.86939
H: 0.18867 8.80095 0.92203
H: -4.99909 3.24130 2.88110
H: 1.19156 1.26927 -1.99246
H: -1.60122 4.33160 4.49662
H: 4.92175 7.10539 -4.86592
H: -4.25669 8.30174 0.52268
H: 3.27333 -2.39378 0.02610
H: 5.63695 -11.21793 0.35309
H: -1.48055 5.72312 2.15674
H: 2.94121 -11.98627 1.65480
H: 3.37033 6.19864 -2.40734
H: -1.08881 4.68067 0.79707
H: 0.46199 3.88533 2.26045
H: -7.40738 -2.66995 0.51033
H: 0.81489 10.38143 1.58295
H: 3.36356 5.18819 -4.85250
H: 4.17431 3.54266 -6.18089
H: -0.38436 -4.09392 -2.49745
H: -2.64895 -6.14581 -0.08119
H: 1.01493 -4.33823 -3.50563
H: 5.83267 0.70780 -7.14702
H: -3.22395 1.84559 -7.19441
H: -2.25799 -5.80439 2.99949
H: 4.44279 -11.63187 2.60504
H: 3.23474 5.72224 -7.11995
H: -4.33271 -5.87185 4.89179
H: -3.11000 1.60652 -5.41797
H: -3.61565 -0.85931 4.02442
H: -2.82072 -4.20167 2.70369
H: -4.57899 2.27791 -6.08343
H: 3.34529 9.47312 -1.51249
H: 8.49896 3.52208 -0.08642
H: 1.73835 6.45732 -7.08609
H: 9.37080 4.96161 0.66404
H: 4.63387 5.01436 1.82690
H: -6.18458 8.30578 2.79956
H: 2.64427 -0.60498 -2.48673
H: 2.34111 7.11484 -1.43306
H: 3.43365 7.54760 2.27789
H: -5.17434 -7.45187 -2.36691
H: -2.33158 2.04014 0.55737
H: -4.16858 -5.49331 -3.42361
H: 3.21151 3.43796 -1.16058
H: 0.02666 -6.29077 4.67819
H: 1.75575 -8.36727 -1.31415
H: 3.05130 8.37985 0.93024
H: 1.19740 5.55428 4.28663
H: 2.20619 3.42597 -3.26163
H: -4.59967 -2.52234 1.81394
H: 1.47042 -1.32921 -3.62037
H: 2.47085 1.14391 -4.26569
H: -3.50207 3.99016 -1.46203
H: -6.86876 -8.05356 4.20015
H: -4.23739 -0.63796 5.67999
H: 5.08548 8.67183 -5.67480
H: 0.96299 -6.11764 2.13748
H: -4.22219 -7.74999 3.68896
H: 2.72153 3.07013 1.81734
H: -2.58256 1.84220 4.00517
H: -3.14994 4.43438 -6.54254
H: 5.93780 9.26195 -3.07607
H: -0.08412 0.54113 -3.01527
H: 1.12524 -1.21919 -1.95418
H: 4.85038 7.98426 -0.38832
H: -5.89336 -3.48632 2.47660
H: -0.21835 5.30613 -6.70709
H: 6.02932 2.32314 -6.53756
H: -4.31350 2.34730 -3.30082
H: 4.18831 2.71363 0.90207
H: 4.36311 -6.75696 1.89074
H: -5.14016 -0.64959 -0.28016
H: -6.00306 9.63383 1.63331
H: -4.48780 -8.58124 2.38465
H: -3.99878 2.27360 0.21789
H: 5.67338 3.96522 0.05916
H: 0.95835 -2.11220 4.65680
H: 0.99271 1.16772 -4.96795
H: 5.44019 -4.40147 1.28576
H: -4.74338 9.16901 2.79142
H: -0.96920 2.64831 -5.31903
H: -2.08157 2.67059 -3.05528
H: 1.09202 -5.46574 -0.59874
H: -1.81865 4.00602 -1.20832
H: -4.82127 -8.18804 -0.09215
H: 0.41054 3.43376 -3.45759
H: 4.98305 -2.07910 0.62183
H: 2.23575 -6.59063 6.72912
H: -5.00605 5.11446 0.35207
H: -7.61548 -10.49942 3.68443
H: -5.96058 -4.61723 0.20532
H: 1.94159 6.20057 -4.38106
H: -4.54413 1.23052 -1.99259
H: -2.93871 3.80377 -4.90833
H: 4.86112 -4.45045 -0.28351
H: 0.33140 -7.88302 -0.39050
H: -3.23217 -5.13391 -1.99742
H: 4.61357 -8.94051 -0.02535
H: 4.33467 -12.99274 1.46896
H: -7.65639 -9.34348 2.40231
H: 2.73937 -9.50174 2.33983
H: -0.83720 -2.24899 4.76168
H: 5.35107 7.17764 -1.83015
H: 4.37647 -6.70191 0.22707
H: 2.08366 -9.79810 0.76413
H: -5.04764 6.25324 2.54485
H: 3.46141 8.57500 -3.02440
H: -1.91311 1.40042 -1.78291
H: -3.42284 6.82949 2.41962
H: -0.79870 -6.22557 -1.97239
H: -2.76995 -3.33378 4.98388
H: 0.05578 5.85790 5.62251
H: -3.23649 -8.37126 -0.88950
H: 4.01635 -11.34462 -0.37911
H: 0.20529 -7.67960 2.27290
H: -2.78591 -7.45526 1.12355
H: -2.88682 -6.60843 -2.81775
H: -0.91115 3.16301 -7.02356
H: 2.22734 -5.82410 -1.62975
H: -3.50865 0.75908 -3.33972
H: 2.84642 -7.05789 3.82773
H: 1.15091 6.32823 0.48029
H: 0.31028 -6.96184 -3.13784
H: -0.67216 -4.68976 -3.95872
H: -0.27041 6.40542 3.97097
H: 3.15111 8.38123 -7.00930
H: 4.92406 10.70089 -3.28936
H: 3.65446 1.23347 -7.99004
H: 5.39552 7.31471 -6.57179
H: -6.24456 -10.45427 2.46617
H: -3.84974 -4.86533 7.31232
H: -2.08513 -4.81900 5.63232
H: 3.93374 0.20151 1.61229
H: 8.71087 5.11654 -0.87338
H: -5.83080 7.68502 0.48204
H: 1.62514 1.41491 0.01732
H: -6.16923 -6.12639 3.07398
H: 4.17962 2.79341 -8.58465
H: -5.12405 -2.15358 -1.08416
H: 3.72451 -2.32708 1.72634
H: 2.72537 8.15845 -5.35432
H: -0.76655 5.22373 -5.03668
H: 7.51497 6.20568 0.92566
H: 1.12259 -2.82522 2.50612
H: -0.08800 3.56597 4.89251
H: 1.11476 7.82471 3.19885
H: -4.88645 1.71395 5.07675
H: -4.75642 -4.41165 4.11255
H: 5.49392 10.30387 -1.74240
H: -0.01119 -0.97946 3.73736
H: -6.41319 -7.12436 1.59224
H: 1.87388 3.72537 -7.63378
H: -5.42382 -6.20737 -1.22451
H: 7.27281 4.66820 1.73318
H: -6.75394 -1.27255 1.30316
H: 0.52953 -6.36050 6.90317
H: 3.20048 1.06139 -0.46430
H: 5.00278 -9.20494 1.64374
H: -0.83228 2.85392 2.57920
H: 2.58439 0.62287 2.56334
H: 0.26282 -2.84312 0.40539
H: -5.84289 -9.38753 4.68727
H: 1.64618 3.84261 -0.57950
H: 6.01900 5.22502 -1.01698
H: -3.79503 3.91366 3.98010
H: 0.05000 -3.92714 3.12880
H: -3.61524 5.81929 -0.04538
H: 1.42103 -5.30373 4.74542
H: 2.11615 9.20587 3.27201
H: 3.63388 1.90896 -5.70970
H: -2.80517 0.14412 5.20926
H: 1.67851 -8.27700 4.13512
H: 5.04384 6.58575 1.32318
H: 1.46408 2.27085 -6.76495
H: 1.74468 5.64687 1.91268
H: 2.22108 -0.44071 1.26731
H: 3.23574 -4.92469 2.37693

- Net charge: +5
- <S²>: 0.76
- Total energy: -148771.6295 eV
- Multiplicity: 2
- Lowest unoccupied orbital energy (alpha / beta): -0.322 / -0.439 Ha
- Highest occupied orbital energy (alpha / beta): -18.45 / -18.45 eV

Here are the Löwdin charges for atoms 1 to 8, given in e: 1.1007 1.0570 1.0568 1.0362 1.0649 0.0967 0.1474 0.1089